ORCA calculation (wB97M-V/def2-TZVPD) on a molecular structure, C11H8NO5Y at a distorted geometry.

Results
ΔE to the lowest compared entry with this formula, charge and spin, kcal per mole: 21.2
Largest force on an atom, eV/Å: 5.2
Orbital gap (spin up / spin down), eV: 6.78 / 4.97
Total charge: +2
M, g/mol: 323.09
2S+1: 1

Last column: Löwdin charge in e.
Geometry (Å):
1 O -1.200 -3.357 -2.085  0.23
2 C -0.528 -2.454 -2.058  -0.05
3 Y 0.553 -0.380 -1.848  0.95
4 O 3.062 -2.139 -0.012  0.20
5 C 2.334 -1.635 -0.734  0.00
6 C 2.121 1.310 -2.135  -0.02
7 O 2.776 2.240 -2.183  0.23
8 C -0.715 0.510 -3.575  -0.28
9 O -0.380 1.593 -3.918  0.09
10 C 1.724 -1.255 -3.938  0.00
11 O 2.174 -1.613 -4.926  0.20
12 H -1.639 -0.251 -3.591  0.12
13 C -1.288 0.911 4.065  -0.01
14 C -0.892 0.633 2.644  -0.20
15 C 0.323 1.150 2.209  0.03
16 C 0.729 0.863 0.933  -0.09
17 N -0.127 0.130 0.183  -0.16
18 C -1.305 -0.418 0.561  -0.09
19 C -1.720 -0.141 1.837  0.03
20 H -0.525 0.523 4.758  0.11
21 H -1.370 1.996 4.243  0.11
22 H -2.250 0.442 4.303  0.10
23 H 0.975 1.754 2.818  0.14
24 H 1.682 1.180 0.465  0.12
25 H -1.848 -1.043 -0.180  0.12
26 H -2.669 -0.550 2.165  0.14

ORCA calculation (wB97M-V/def2-TZVPD) on C11H8O2 in the gas phase at a distorted geometry.

Results
ΔE to the lowest compared entry with this formula, charge and spin, kcal per mole: 41.1
SMILES string: CC1=CC(=O)c2ccccc2C1=O
Largest force on an atom, eV/Å: 5.0
Orbital gap, eV: 8.07
M, g/mol: 172.18
2S+1: 1

Last column: Löwdin charge in e.
Geometry (Å):
1 C 1.094 -2.366 -2.219  -0.03
2 C 0.390 -1.292 -1.271  -0.12
3 C -1.026 -1.233 -1.267  0.08
4 C -1.885 -0.335 -0.457  -0.34
5 C -0.939 0.537 0.368  -0.06
6 C -1.544 1.466 1.262  0.00
7 C -0.777 2.170 2.154  -0.09
8 C 0.556 2.111 2.126  -0.08
9 C 1.157 1.215 1.283  0.00
10 C 0.480 0.398 0.369  -0.07
11 C 1.298 -0.554 -0.425  -0.33
12 H 0.750 -3.407 -1.894  0.10
13 H 2.251 -2.310 -2.069  0.10
14 H 0.866 -2.183 -3.249  0.05
15 H -1.573 -1.829 -2.007  0.12
16 H -2.587 1.739 1.115  0.12
17 H -1.226 2.929 2.782  0.11
18 H 1.116 2.867 2.641  0.11
19 H 2.210 1.259 1.333  0.11
20 O -3.090 -0.413 -0.378  0.11
21 O 2.479 -0.769 -0.196  0.12

ORCA calculation (wB97M-V/def2-TZVPD) on a molecular structure, C11H9BrCl2EuN2.

Results
Largest force on an atom, eV/Å: 0.9
Orbital gap (spin up / spin down), eV: 5.52 / 4.78
Total charge: +3
M, g/mol: 471.98
⟨S²⟩: 12.03
2S+1: 7

Last column: Löwdin charge in e.
Geometry (Å):
1 C 2.528 -1.063 0.697  -0.10
2 C 2.914 0.347 0.276  -0.73
3 Cl 4.060 1.071 1.399  0.73
4 C 1.673 1.315 0.226  -0.16
5 C 0.581 0.733 -0.572  -0.07
6 C 0.712 0.570 -1.968  0.07
7 C -0.271 0.003 -2.747  -0.02
8 C -1.479 -0.446 -2.174  -0.57
9 Br -2.750 -1.218 -3.214  1.09
10 C -1.680 -0.295 -0.747  -0.20
11 N -2.818 -0.719 -0.164  0.14
12 C -2.902 -0.565 1.104  -0.54
13 Cl -4.441 -1.261 1.850  0.56
14 C -1.916 -0.010 1.942  -0.07
15 N -0.811 0.409 1.372  0.20
16 C -0.658 0.281 0.042  -0.11
17 H 3.409 -1.599 1.051  0.09
18 H 1.796 -1.051 1.511  0.08
19 H 2.122 -1.625 -0.152  0.09
20 H 3.377 0.337 -0.713  0.11
21 H 1.358 1.504 1.251  0.11
22 H 1.998 2.252 -0.241  0.15
23 H 1.629 0.912 -2.438  0.16
24 H -0.127 -0.108 -3.816  0.14
25 H -2.023 0.079 3.019  0.13
26 Eu -6.282 0.146 3.204  1.72